Here is a structure of composition C28H37ClFeN7O4PS from the OMol25 dataset. Energies are from wB97M-V/def2-TZVPD.

Structure (XYZ):
```
80
Properties=species:S:1:pos:R:3
Fe -0.25730 0.02329 -0.14587
N 3.56921 -1.55971 -1.96261
C 2.32880 -1.28133 -1.50775
S 1.93284 0.37001 -1.23417
N 1.57942 -2.35555 -1.31727
N 0.38369 -2.04500 -0.77239
C -0.44154 -3.00111 -0.59340
C -0.20164 -4.43359 -0.94998
C -0.39703 -5.41304 0.01857
C -0.20948 -6.75744 -0.28028
C 0.16570 -7.13597 -1.56182
C 0.37222 -6.16324 -2.53493
C 0.20044 -4.82024 -2.22873
C -1.73821 -2.59486 0.02191
C -2.86021 -3.39901 -0.04487
C -4.04432 -2.95328 0.52095
C -4.07149 -1.72317 1.15125
C -2.90422 -0.97977 1.17664
N -1.76134 -1.40281 0.62752
H 4.15870 -0.80844 -2.26482
H 3.78217 -2.50824 -2.21681
H -0.69465 -5.11931 1.02093
H -0.35964 -7.50751 0.48765
H 0.30586 -8.18546 -1.80051
H 0.67172 -6.45127 -3.53612
H 0.39174 -4.06825 -2.98081
H -2.80848 -4.34768 -0.56002
H -4.93979 -3.56084 0.45553
H -4.97485 -1.33187 1.60327
H -2.88204 -0.00560 1.64608
C -5.07557 2.24477 -4.12284
C -4.29809 0.97597 -3.88216
C -4.89792 -0.27006 -3.99186
C -4.16725 -1.42650 -3.77080
Cl -4.95497 -2.98805 -3.88249
C -2.82550 -1.35793 -3.46253
C -2.20744 -0.11855 -3.34449
C -2.94503 1.03700 -3.53561
O -2.42391 2.29251 -3.45092
C -1.24444 2.55071 -2.67213
C -1.57847 2.47990 -1.19078
O -1.79730 3.52145 -0.58913
O -1.60990 1.30029 -0.61952
H -6.12704 2.02241 -4.31071
H -4.67586 2.79121 -4.98011
H -5.00239 2.91680 -3.26587
H -5.95083 -0.33947 -4.24764
H -2.26074 -2.26440 -3.31299
H -1.15193 -0.07171 -3.11273
H -0.98618 3.57628 -2.90002
H -0.41845 1.89226 -2.93908
C 1.32719 4.07662 0.34537
N 1.54707 3.59979 1.71243
C 2.29476 4.50993 2.57021
P 0.62351 2.39599 2.30778
O 0.48057 1.34061 1.26359
N 1.38972 1.82882 3.64354
C 2.64211 1.09336 3.44089
C 1.16178 2.27899 5.00919
N -0.81487 3.01550 2.83262
C -2.00685 2.16993 2.63515
C -1.09015 4.43742 2.56825
H 2.28126 4.13916 -0.18423
H 0.85787 5.06497 0.34618
H 0.67584 3.39774 -0.19618
H 3.34656 4.53974 2.27612
H 2.24626 4.20004 3.61367
H 1.89668 5.52725 2.49664
H 2.72166 0.74170 2.41336
H 2.66791 0.22408 4.09956
H 3.51203 1.72075 3.66668
H 0.23219 2.83869 5.07168
H 1.98562 2.90959 5.36714
H 1.09081 1.41857 5.67793
H -2.31031 2.13448 1.58598
H -2.82505 2.57689 3.23405
H -1.80481 1.15795 2.98574
H -0.21651 5.04931 2.78541
H -1.89168 4.76764 3.22644
H -1.40134 4.61320 1.53288
```

- 2S+1: 5
- Energy: -4237.019623 Ha
- <S²>: 6.01
- LUMO energy (spin up / spin down): -0.1 / -0.2 eV
- Energy above the lowest of the compared OMol25 structures with the same formula, charge and spin: 14.2 kcal/mol
- Net charge: 0

Results of the Mulliken charge analysis, in e, for atoms 1 through 4: number 1, Fe, carries 1.306; number 2, N, carries -0.410; number 3, C, carries 0.492; number 4, S, carries -0.675